## A
2 unconnected molecules or ions with the total composition C3H11N2O, computed with wB97M-V/def2-TZVPD.

Charge: +1
Highest occupied orbital energy in eV: -15.0428
Frontier orbital gap in eV: 11.754

Geometry (Å):
O: -0.25 1.50 3.05
N: 0.66 -0.22 -0.75
N: -0.46 1.56 0.28
C: -0.36 -1.84 -2.31
C: 0.02 0.35 0.27
C: 0.56 -1.68 -1.14
H: -0.16 2.27 -0.35
H: 0.35 1.98 3.64
H: -1.15 1.35 3.56
H: -1.24 -2.50 -2.23
H: 0.10 -2.16 -0.28
H: -0.45 1.82 1.29
H: 0.85 0.32 -1.59
H: 1.59 -2.07 -1.20
H: -0.03 -0.42 1.09
H: -0.76 -0.83 -2.62
H: 0.09 -2.26 -3.18


## B
2 unconnected molecules or ions with the total composition C3H11N2O, computed with wB97M-V/def2-TZVPD.

Charge: +1
Highest occupied orbital energy in eV: -14.3138
Frontier orbital gap in eV: 11.185

Geometry (Å):
O: 0.01 -0.43 -0.91
N: -0.87 -1.26 1.33
N: 0.39 1.75 -1.27
C: 2.24 0.27 -1.47
C: 0.78 0.47 -1.28
C: -2.09 -0.49 1.79
H: 2.89 1.02 -1.03
H: -0.59 2.00 -1.36
H: -0.23 -0.58 0.89
H: -0.52 -1.83 2.09
H: -2.89 -0.60 1.07
H: -1.80 0.56 1.82
H: 1.03 2.53 -1.35
H: 2.56 -0.68 -1.05
H: -2.43 -0.89 2.73
H: -1.03 -1.85 0.51
H: 2.54 0.03 -2.50


Relative to the most stable one, in eV, the structures come out at A 0.722; B 0.000.